# 1
Below is a cluster of 2 separate species, C5H11N2 in total in a non-equilibrium geometry, with properties calculated with ωB97M-V/def2-TZVPD.

The value obtained for the HOMO energy is -14.257 eV. As for the LUMO energy: -4.0 eV. The total energy is -306.2492 a.u. The charge is +1. The calculation puts the energy relative to the best compared isomer or geometry (same formula, charge and spin) at 352.5 kJ/mol.

Last column: natural (NBO) charge in e.
Positions of all 18 atoms, in Å:
C1 3.1271 1.1011 0.0374  -0.483
C2 2.0460 0.5182 0.0996  0.489
C3 -1.8885 1.4719 -0.1753  -0.451
C4 1.3790 -1.6909 -0.1067  -0.446
C5 -2.2833 -0.7200 0.6561  0.040
N1 -1.5125 0.0270 0.0470  -0.465
N2 1.0281 -0.2729 0.0925  -0.491
H1 3.6808 1.3912 0.9442  0.302
H2 -2.2981 1.8474 0.8108  0.215
H3 -1.1645 2.1122 -0.6002  0.220
H4 -2.7415 1.5187 -0.8261  0.232
H5 1.7932 -2.0982 0.9394  0.234
H6 0.5512 -2.3898 -0.3543  0.252
H7 2.2811 -1.6219 -0.8289  0.237
H8 -3.1994 -0.3300 1.2716  0.174
H9 -2.0886 -1.7516 0.7857  0.186
H10 3.6072 1.4584 -0.8635  0.300
H11 -0.0351 -0.1993 0.0952  0.455


# 2
Below is a cluster of 2 separate species, C29H29N2 in total in a non-equilibrium geometry, with properties calculated with ωB97M-V/def2-TZVPD.

The value obtained for the HOMO energy is -9.341 eV. As for the LUMO energy: -5.0 eV. The total energy is -1231.7063 a.u. The charge is +1. The calculation puts the energy relative to the best compared isomer or geometry (same formula, charge and spin) at 151.6 kJ/mol.

Last column: natural (NBO) charge in e.
Positions of all 60 atoms, in Å:
C1 -3.6408 0.8490 3.6616  -0.420
N1 -2.7984 -0.0730 2.9369  -0.270
C2 -3.2500 -0.9780 2.0340  0.186
C3 -2.1574 -1.7834 1.5974  -0.156
C4 -2.1921 -2.7058 0.5568  0.070
C5 -1.1664 -3.6790 0.2445  -0.076
C6 0.1023 -3.2698 -0.2339  -0.211
C7 1.0611 -4.2124 -0.5970  -0.197
C8 0.8200 -5.5787 -0.4152  -0.170
C9 -0.4172 -6.0012 0.0912  -0.203
C10 -1.4149 -5.0751 0.3823  -0.193
C11 -1.0144 -1.3924 2.4507  -0.087
C12 0.2397 -1.9117 2.7368  -0.160
C13 1.0846 -1.2103 3.6179  -0.188
C14 0.6513 -0.0551 4.2841  -0.175
C15 -0.6524 0.4177 4.0950  -0.237
C16 -1.4334 -0.2488 3.1630  0.194
H1 -3.0079 1.4384 4.3249  0.235
H2 -4.1609 1.4969 2.9487  0.239
H3 -4.3888 0.3101 4.2593  0.237
H4 -4.2838 -0.9628 1.6921  0.243
H5 -3.1695 -2.8119 0.0646  0.227
H6 0.3079 -2.2010 -0.3538  0.237
H7 2.0083 -3.8733 -1.0156  0.231
H8 1.6092 -6.2982 -0.6282  0.234
H9 -0.6146 -7.0640 0.2433  0.236
H10 -2.4041 -5.3967 0.7273  0.225
H11 0.5270 -2.8729 2.3170  0.240
H12 2.0868 -1.5874 3.8183  0.236
H13 1.3263 0.4734 4.9517  0.238
H14 -1.0644 1.2577 4.6489  0.229
C17 4.1903 3.5399 -1.9178  -0.407
C18 4.6656 2.2826 -2.6645  -0.415
C19 3.4710 1.3282 -2.7676  -0.203
N2 2.3417 2.0072 -2.1140  -0.457
C20 1.1090 1.4449 -1.9696  0.298
C21 0.7049 0.1083 -1.8493  -0.352
C22 -0.7975 -0.0402 -1.9129  -0.460
C23 -1.2369 1.4058 -1.7625  0.089
C24 -0.1451 2.2650 -1.9075  -0.119
C25 -0.3610 3.6421 -1.9568  -0.204
C26 -1.6420 4.1455 -1.7055  -0.212
C27 -2.7251 3.2798 -1.5193  -0.219
C28 -2.5250 1.8876 -1.5774  -0.240
C29 2.6681 3.3924 -1.7509  -0.199
H15 4.6559 3.6284 -0.9288  0.210
H16 4.4211 4.4522 -2.4835  0.219
H17 5.0166 2.5766 -3.6563  0.216
H18 5.4908 1.8153 -2.1276  0.217
H19 3.2577 1.1495 -3.8346  0.194
H20 3.7007 0.3611 -2.3025  0.191
H21 1.3956 -0.7380 -1.8269  0.203
H22 -1.1003 -0.4335 -2.9088  0.234
H23 -1.2755 -0.7212 -1.1940  0.191
H24 0.4493 4.3125 -2.2187  0.217
H25 -1.7799 5.2249 -1.6984  0.220
H26 -3.7189 3.6934 -1.3519  0.215
H27 -3.3768 1.2091 -1.5182  0.201
H28 2.3562 3.6770 -0.7293  0.202
H29 2.1963 4.1028 -2.4495  0.176


# 3
Below is a structure of composition C34H35BrN3O2PSiSn in a non-equilibrium geometry, with properties calculated with ωB97M-V/def2-TZVPD.

The value obtained for the HOMO energy is -13.298 eV. As for the LUMO energy: -8.3 eV. The total energy is -5050.1229 a.u. The charge is +2. The calculation puts the energy relative to the best compared isomer or geometry (same formula, charge and spin) at 195.1 kJ/mol.

Last column: Mulliken charge in e.
Positions of all 78 atoms, in Å:
Sn1 0.0642 -0.1083 -0.7572  0.823
N1 -1.6135 -1.2549 0.6023  -0.232
C1 -2.9547 -0.9990 0.1761  0.029
C2 -3.8542 -2.0295 -0.0383  -0.619
C3 -5.1344 -1.7449 -0.4845  -0.754
C4 -5.5332 -0.4288 -0.7047  -0.768
C5 -4.6361 0.6055 -0.5167  -1.027
C6 -3.3376 0.3286 -0.0740  0.528
P1 -2.0739 1.5691 0.0539  0.985
C7 -1.5958 1.7633 1.7623  0.976
C8 -2.3067 1.1468 2.7971  -0.311
C9 -1.8931 1.3321 4.1068  -0.797
C10 -0.7824 2.1221 4.3838  -0.593
C11 -0.0686 2.7252 3.3540  -0.845
C12 -0.4592 2.5346 2.0397  -0.714
C13 -2.6571 3.1081 -0.5946  0.570
C14 -3.0090 3.1635 -1.9507  -0.443
C15 -3.5714 4.3168 -2.4616  -0.737
C16 -3.7641 5.4177 -1.6304  -0.531
C17 -3.3842 5.3731 -0.2951  -0.753
C18 -2.8161 4.2244 0.2311  -0.360
H1 -1.4002 -2.2500 0.6135  0.363
H2 -1.4336 -0.8881 1.5376  0.278
H3 -3.5562 -3.0554 0.1498  0.503
H4 -5.8355 -2.5538 -0.6440  0.443
H5 -6.5397 -0.2123 -1.0380  0.482
H6 -4.9390 1.6289 -0.6945  0.538
H7 -3.1973 0.5668 2.5824  0.528
H8 -2.4428 0.8640 4.9130  0.491
H9 -0.4739 2.2691 5.4107  0.449
H10 0.7965 3.3361 3.5792  0.487
H11 0.1065 2.9838 1.2309  0.614
H12 -2.8482 2.3046 -2.5939  0.447
H13 -3.8544 4.3674 -3.5045  0.443
H14 -4.2056 6.3217 -2.0310  0.429
H15 -3.5304 6.2349 0.3420  0.451
H16 -2.5276 4.1865 1.2729  0.357
C19 1.6795 -0.3977 2.9488  -1.016
C20 1.9607 -1.4571 1.9251  0.513
C21 2.9463 -2.4132 2.1251  -0.953
C22 3.1640 -3.3828 1.1515  -0.701
C23 2.4023 -3.3934 -0.0027  -0.957
C24 1.4152 -2.4115 -0.1521  0.863
N2 1.2321 -1.4778 0.8029  0.346
N3 0.5423 -2.2818 -1.1684  0.425
Si1 0.4502 -3.0681 -2.7674  -0.186
C25 2.0536 -3.2083 -3.6732  -0.999
C26 -0.3059 -4.7330 -2.4400  -0.995
C27 -0.7268 -1.9545 -3.6882  -0.941
H17 2.6032 -0.0524 3.4123  0.512
H18 1.0536 -0.8166 3.7420  0.445
H19 1.1622 0.4475 2.4988  -0.237
H20 3.5499 -2.3798 3.0211  0.564
H21 3.9380 -4.1270 1.2932  0.475
H22 2.5309 -4.1478 -0.7683  0.432
H23 2.6780 -4.0313 -3.3200  0.356
H24 2.6324 -2.2831 -3.6018  0.285
H25 1.8385 -3.3890 -4.7305  0.416
H26 0.4284 -5.4145 -2.0024  0.336
H27 -0.6503 -5.1674 -3.3832  0.391
H28 -1.1571 -4.6600 -1.7590  0.284
H29 -0.1840 -1.1037 -4.1157  0.266
H30 -1.5197 -1.5737 -3.0317  0.136
H31 -1.2028 -2.4825 -4.5180  0.485
Br1 6.0130 1.6723 3.2351  -0.149
C28 5.5887 1.2406 1.4501  -0.330
C29 6.5966 0.9464 0.5440  -0.327
C30 6.2655 0.6002 -0.7619  -0.754
C31 4.9411 0.5310 -1.1544  -0.519
C32 3.9435 0.8455 -0.2371  0.420
C33 4.2633 1.2123 1.0687  -0.249
C34 2.5215 0.7106 -0.6002  0.820
O1 1.6131 1.2146 0.1462  -0.535
O2 2.1695 0.0252 -1.6014  -0.718
H32 7.6319 0.9905 0.8555  0.439
H33 7.0563 0.3837 -1.4677  0.433
H34 4.6683 0.2471 -2.1621  0.513
H35 3.4751 1.4704 1.7614  0.678


# 4
Below is an isolated molecule of C13H17N3O3S2 in a non-equilibrium geometry, with properties calculated with ωB97M-V/def2-TZVPD.

The value obtained for the HOMO energy is -8.979 eV. As for the LUMO energy: 0.3 eV. The SMILES is COc1ccc(S(=O)(=O)Nc2nnc(CC(C)C)s2)cc1. The total energy is -1691.9017 a.u. The charge is 0. The calculation puts the energy relative to the best compared isomer or geometry (same formula, charge and spin) at 252.6 kJ/mol.

Last column: natural (NBO) charge in e.
Positions of all 38 atoms, in Å:
C1 -3.7402 -0.9353 -4.3713  -0.256
H1 -3.1003 -1.3923 -5.1318  0.181
H2 -4.7631 -0.8904 -4.7408  0.207
O1 -3.3696 0.4029 -4.1215  -0.480
C2 -2.1323 0.6645 -3.6500  0.330
C3 -1.1623 -0.3003 -3.3772  -0.275
C4 0.0748 0.0873 -2.8920  -0.157
C5 0.3409 1.4236 -2.6805  -0.395
C6 -0.6070 2.3958 -2.9518  -0.143
C7 -1.8398 2.0185 -3.4346  -0.254
H3 -2.6030 2.7465 -3.6573  0.234
H4 -0.3590 3.4319 -2.7881  0.237
S1 1.9135 1.9278 -2.0288  2.320
O2 2.4129 3.0664 -2.7302  -0.921
O3 2.7587 0.7918 -1.8347  -0.915
N1 1.4532 2.5465 -0.5114  -0.867
C8 1.1938 1.7411 0.5483  0.216
N2 1.1572 2.1213 1.7800  -0.313
N3 0.8345 1.1448 2.6220  -0.265
C9 0.6172 0.0094 2.0785  0.082
C10 0.2289 -1.2287 2.7969  -0.453
H5 -0.8617 -1.2431 2.8888  0.229
H6 0.5230 -2.0943 2.2002  0.214
C11 0.8560 -1.3126 4.1959  -0.208
C12 0.2604 -2.4918 4.9597  -0.600
H7 -0.8168 -2.3829 5.0633  0.206
H8 0.6943 -2.5546 5.9544  0.212
H9 0.4641 -3.4252 4.4384  0.198
C13 2.3716 -1.4492 4.0925  -0.608
H10 2.8155 -1.4965 5.0837  0.211
H11 2.7943 -0.5955 3.5699  0.220
H12 2.6382 -2.3560 3.5527  0.196
H13 0.6228 -0.3839 4.7231  0.219
S2 0.8104 0.0490 0.3123  0.307
H14 1.7460 3.4854 -0.2897  0.442
H15 0.8421 -0.6383 -2.6740  0.245
H16 -1.3584 -1.3478 -3.5374  0.221
H17 -3.7111 -1.5359 -3.4576  0.181


# 5
Below is a structure of composition C13H14EuF3IN2 in a non-equilibrium geometry, with properties calculated with ωB97M-V/def2-TZVPD.

The value obtained for the HOMO energy (alpha / beta) is -6.013 / -6.213 eV. As for the expectation value of S²: 15.769. As for the LUMO energy (alpha / beta): -0.8 / -0.9 eV. The total energy is -1920.7421 a.u. The charge is 0. The calculation puts the energy relative to the best compared isomer or geometry (same formula, charge and spin) at 497.9 kJ/mol. As for the spin multiplicity: 8.

Last column: Mulliken spin population.
Positions of all 34 atoms, in Å:
C1 0.2505 -0.5989 4.4771  0.016
C2 -2.3576 2.0378 1.1196  -0.074
H1 0.3532 -1.5611 3.9646  -0.002
H2 -0.8355 -0.3304 4.5541  0.010
H3 0.7455 -0.7084 5.4545  0.001
H4 -3.1042 1.3025 0.8358  0.001
H5 -2.5888 2.5542 2.0870  0.005
H6 -2.3864 2.7563 0.3107  0.002
C3 1.7926 -1.5127 1.1141  0.001
C4 2.7920 -2.3113 0.5352  0.000
C5 2.7370 -2.5570 -0.8330  0.000
C6 1.7070 -1.9608 -1.5497  0.000
H7 1.8215 -1.2837 2.1856  -0.008
H8 3.5817 -2.7138 1.1592  0.000
H9 3.4622 -3.1922 -1.3458  0.000
H10 1.6510 -2.0951 -2.6254  0.000
N1 0.7835 -0.9581 0.4335  0.005
C7 0.7344 -1.1591 -0.9104  0.002
C8 -0.3296 -0.4921 -1.7066  -0.005
N2 -1.1032 0.4210 -1.0844  -0.002
C9 -2.0405 1.0459 -1.7926  0.000
C10 -1.4758 -0.1615 -3.8299  0.000
C11 -2.2628 0.7758 -3.1579  0.001
H11 -2.6464 1.7861 -1.2637  0.001
H12 -3.0700 1.3075 -3.6313  0.000
C12 -0.5000 -0.8062 -3.0809  0.000
H13 0.1304 -1.5629 -3.5256  0.000
H14 -1.6055 -0.4035 -4.8838  0.000
Eu1 -0.8941 0.7228 2.1632  7.051
I1 1.7406 0.9783 3.8764  0.031
F1 1.1578 3.3987 1.1938  -0.004
C13 0.4802 2.4404 0.4663  -0.030
F2 -0.1844 3.1175 -0.5245  -0.001
F3 1.4637 1.7238 -0.1856  -0.001


# 6
Below is a cluster of 2 separate species, C33H31N2O2 in total in a non-equilibrium geometry, with properties calculated with ωB97M-V/def2-TZVPD.

The value obtained for the HOMO energy is -9.994 eV. As for the LUMO energy: -5.0 eV. The total energy is -1535.6579 a.u. The charge is +1. The calculation puts the energy relative to the best compared isomer or geometry (same formula, charge and spin) at 538.5 kJ/mol.

Last column: natural (NBO) charge in e.
Positions of all 68 atoms, in Å:
O1 6.1411 1.5227 0.8971  -0.406
N1 5.5235 1.0295 1.8720  0.495
O2 5.9535 0.0706 2.5508  -0.382
C1 4.2385 1.5391 2.1743  -0.001
C2 3.4070 0.7666 3.0124  -0.175
C3 2.0600 0.7278 2.7184  -0.196
C4 1.5440 1.4475 1.5880  -0.023
C5 0.3042 1.1191 0.9443  -0.378
C6 -0.6482 0.2509 1.5414  0.350
N2 -1.9431 0.6516 1.6601  -0.366
C7 -2.3338 2.0588 1.6917  -0.214
C8 -3.8660 2.0481 1.8635  -0.415
C9 -4.3290 0.6145 1.5820  -0.415
C10 -3.0715 -0.2600 1.5521  -0.218
C11 -0.2494 -1.1183 1.9456  -0.070
C12 0.9180 -1.7135 1.4304  -0.189
C13 1.1279 -3.0874 1.5064  -0.219
C14 0.3076 -3.8483 2.3434  -0.164
C15 -0.7266 -3.2250 3.0616  -0.220
C16 -0.9629 -1.8614 2.9125  -0.191
C17 2.3519 2.5129 1.0740  -0.228
C18 3.6991 2.5557 1.3536  -0.151
H1 3.8645 0.1593 3.7899  0.259
H2 1.4079 0.0656 3.2931  0.216
H3 -0.0563 1.8153 0.1829  0.227
H4 -1.8423 2.5942 2.5223  0.226
H5 -2.0537 2.5834 0.7644  0.203
H6 -4.1137 2.3360 2.8926  0.222
H7 -4.3466 2.7717 1.1961  0.231
H8 -5.0087 0.2540 2.3571  0.229
H9 -4.8507 0.5491 0.6230  0.221
H10 -3.0088 -0.8749 0.6374  0.205
H11 -3.1039 -0.9518 2.3983  0.213
H12 1.6934 -1.0836 0.9941  0.231
H13 1.9565 -3.5345 0.9557  0.234
H14 0.4964 -4.9178 2.4548  0.234
H15 -1.3350 -3.8055 3.7580  0.234
H16 -1.6824 -1.3617 3.5647  0.224
H17 1.9047 3.2398 0.3869  0.226
H18 4.3758 3.2763 0.8990  0.254
C19 -1.1131 -1.3135 -1.6897  -0.034
C20 -2.0819 -1.8198 -2.6121  -0.056
C21 -2.8375 -2.9850 -2.3040  -0.171
C22 -3.7436 -3.5070 -3.2245  -0.215
C23 -3.9239 -2.8791 -4.4675  -0.150
C24 -3.1916 -1.7268 -4.7925  -0.199
C25 -2.2784 -1.2013 -3.8826  -0.177
C26 -0.4204 -0.1209 -1.8676  -0.318
C27 0.8302 0.1084 -1.2915  0.018
C28 1.8180 1.0076 -1.8364  -0.070
C29 3.1992 0.8079 -1.5743  -0.146
C30 4.1282 1.7661 -1.9477  -0.215
C31 3.7097 2.9293 -2.6079  -0.138
C32 2.3613 3.0972 -2.9525  -0.220
C33 1.4200 2.1391 -2.5839  -0.174
H19 -0.8820 -1.9185 -0.8113  0.220
H20 -2.6759 -3.4671 -1.3349  0.220
H21 -4.3128 -4.4056 -2.9732  0.235
H22 -4.6329 -3.2867 -5.1853  0.233
H23 -3.3281 -1.2343 -5.7580  0.233
H24 -1.6780 -0.3271 -4.1430  0.218
H25 -0.8716 0.6605 -2.4854  0.215
H26 1.2195 -0.7008 -0.6668  0.222
H27 3.5167 -0.0943 -1.0455  0.224
H28 5.1796 1.6199 -1.6895  0.253
H29 4.4453 3.6898 -2.8764  0.235
H30 2.0357 3.9798 -3.5070  0.233
H31 0.3656 2.2659 -2.8351  0.212